A cluster of 5 separate species, C35H83O19P5S in total, computed with ωB97M-V/def2-TZVPD.

CARTESIAN COORDINATES (ANGSTROEM)
1 S 0.0049 -5.2471 -0.6545
2 P 5.0934 -1.2239 -8.8166
3 P -2.0362 3.2434 10.0989
4 P -5.5751 -3.1492 -4.2177
5 P -3.0203 5.7807 4.5379
6 P 1.6837 -3.9101 0.0222
7 O -0.5338 2.6132 9.6920
8 O 3.0144 -1.2007 2.4453
9 O 3.6202 -1.2056 -7.9784
10 O -6.4908 -3.5659 -5.5615
11 O -3.2963 4.2002 4.0378
12 O -3.2639 4.0810 10.8762
13 O -4.3524 -3.1299 -3.0703
14 O -4.8775 -1.9361 -5.0397
15 O -2.6549 7.1880 5.3870
16 O -4.6085 6.0197 4.7822
17 O -2.3593 1.9314 10.9975
18 O 2.7433 -0.5449 0.3501
19 O -2.6383 3.1792 8.7277
20 O 5.3647 -2.7477 -8.3175
21 O 6.4390 -1.3323 -9.8281
22 O -6.6821 -2.6886 -3.3197
23 O -2.5756 6.2700 3.1883
24 O 1.5773 -6.8151 2.1482
25 O 5.7050 -0.2235 -7.8719
26 C 3.3449 0.3831 -4.0991
27 C 6.6021 -3.0507 -7.6833
28 C 6.8340 -0.1231 -10.4869
29 C 1.4355 -1.1608 -3.2224
30 C 5.2232 1.1410 -2.4322
31 C 0.5662 -3.4378 1.4190
32 C 2.5447 -1.9900 -8.5232
33 C -3.0523 1.8688 0.8332
34 C 3.2035 -2.9098 0.6605
35 C 2.9678 -7.3163 2.1738
36 C 2.5748 -5.8605 1.8367
37 C -4.7238 1.0017 -0.9948
38 C -5.2146 7.1887 4.2447
39 C 0.4578 2.5730 10.7339
40 C 1.7624 -3.2084 -1.7036
41 C -1.2816 7.5936 5.3695
42 C -1.7718 -0.3257 0.7921
43 C 2.9496 -1.4637 1.0652
44 C 4.1785 2.1583 -1.8654
45 C -7.4818 -4.5811 -5.3580
46 C -0.6759 -2.5646 0.9954
47 C 4.8923 0.6198 -3.8612
48 C -3.6788 3.2647 5.0684
49 C -0.6145 -1.1029 1.5246
50 C 4.0106 4.0443 -0.1441
51 C -3.5694 5.3832 10.3567
52 C 4.7943 2.7738 -0.5657
53 C 2.9184 -0.7411 -3.1193
54 C -4.5294 1.7186 0.3847
55 C -3.0612 -3.6152 -3.4838
56 C -5.6887 -0.8532 -5.4816
57 C -3.6273 1.2983 10.8575
58 C 2.7140 -5.4799 0.3045
59 C -2.5391 0.6813 1.7139
60 C 0.9205 -1.9340 -1.9696
61 H 3.9767 -2.8768 -0.1313
62 H -4.6607 3.5207 5.4705
63 H 3.0859 -0.3633 -2.0965
64 H -4.0500 5.9587 11.1468
65 H 3.2531 1.6503 -1.5488
66 H -1.0808 8.1653 4.4646
67 H 0.7574 -0.3323 -3.4792
68 H -2.3913 2.0468 -0.0310
69 H 1.3757 -1.8944 -4.0566
70 H -0.8377 -1.0620 2.6050
71 H 2.8270 -5.0829 2.5797
72 H -6.5734 -0.7255 -4.8578
73 H 3.9651 2.9314 -2.6211
74 H 0.1610 1.8734 11.5172
75 H -2.6671 5.9045 10.0411
76 H -5.2553 7.9661 5.0095
77 H 0.1264 -4.3893 1.7763
78 H -8.3902 -4.1308 -4.9602
79 H 3.7080 -3.4001 1.5147
80 H 3.2543 -0.0241 -5.1227
81 H -5.4003 1.6180 -1.6088
82 H 5.8430 3.0281 -0.8102
83 H -3.1445 -4.6279 -3.8808
84 H 7.0395 -2.1745 -7.2041
85 H 5.3244 1.2635 -4.6442
86 H 2.9900 3.7391 0.1390
87 H 1.3681 -3.9855 -2.3743
88 H 2.2925 -6.3321 -0.2342
89 H 5.3939 -0.3630 -3.9582
90 H 4.0082 4.7347 -1.0032
91 H 1.0806 -3.0333 2.3073
92 H 7.3017 -3.4538 -8.4168
93 H -4.0648 1.4745 9.8748
94 H 5.9676 0.4625 -10.7904
95 H 7.4057 -0.3919 -11.3747
96 H -2.4081 -3.6327 -2.6135
97 H -0.0893 -2.2872 -2.2623
98 H -0.6151 6.7339 5.4192
99 H 3.4331 -7.2900 3.1599
100 H -5.2351 0.0372 -0.8332
101 H 3.7880 -5.3104 0.1312
102 H -2.6269 -2.9553 -4.2381
103 H -5.1480 1.1877 1.1288
104 H -1.4133 0.1203 -0.1498
105 H 6.4130 -3.8103 -6.9258
106 H -3.3612 0.1254 2.1907
107 H -3.7276 2.2725 4.6228
108 H -7.1235 -5.3526 -4.6782
109 H -4.2560 5.2899 9.5163
110 H -2.9947 2.7717 1.4696
111 H -1.5571 -3.0039 1.4993
112 H -7.7030 -5.0369 -6.3226
113 H 1.6523 -1.8011 -7.9291
114 H 0.6076 3.5652 11.1618
115 H 4.8371 2.0194 0.2388
116 H 0.3468 -0.6095 1.3169
117 H -6.2320 6.9339 3.9505
118 H -2.5075 -1.1017 0.4942
119 H -4.6777 7.5622 3.3726
120 H 3.6126 -1.5900 -3.2529
121 H 3.8321 -1.6474 2.7213
122 H -4.9509 2.7363 0.3125
123 H -4.3060 1.6616 11.6303
124 H -1.8070 1.0636 2.4453
125 H -2.9435 3.2539 5.8738
126 H -3.7903 0.8317 -1.5509
127 H -0.8919 -2.6206 -0.0790
128 H 2.3457 -1.7053 -9.5575
129 H -5.9918 -1.0203 -6.5164
130 H 0.4258 -6.0371 -1.6734
131 H 1.3948 2.2346 10.2963
132 H 4.4969 4.5691 0.6964
133 H 5.1397 0.2604 -1.7599
134 H 2.7773 1.3147 -3.9648
135 H 7.4640 0.4660 -9.8223
136 H 0.7644 -1.2795 -1.1006
137 H 3.1836 -8.0167 1.3707
138 H -5.0900 0.0554 -5.4345
139 H 2.8250 -3.1140 -1.9962
140 H 6.2564 1.5018 -2.3126
141 H -1.1042 8.2275 6.2382
142 H -3.4841 0.2273 10.9928
143 H 2.7839 -3.0542 -8.4732

Cartesian forces, eV/Å:
S -2.00 -0.90 -0.18
P 4.80 -0.40 7.55
P -4.39 -5.53 -3.36
P -2.96 6.95 1.54
P -3.66 3.51 -6.55
P 1.50 -1.07 -0.35
O 0.15 2.94 1.98
O 0.56 -0.54 -0.73
O -0.85 -0.16 -3.66
O 2.25 -2.13 0.73
O 1.62 0.19 3.28
O 2.95 1.16 0.64
O -0.10 -2.84 -2.07
O 0.48 -0.56 0.17
O 0.84 -2.61 1.76
O 0.25 -0.66 0.52
O 0.65 0.23 0.13
O -0.60 0.58 -1.02
O 0.83 1.10 0.30
O -0.87 -0.17 -0.52
O -2.72 0.07 -2.01
O 0.44 -1.30 -0.11
O 0.93 -0.58 0.83
O 1.25 0.06 0.55
O -0.60 0.76 -1.14
C 1.60 -1.11 0.25
C 0.47 -0.25 -0.24
C 0.32 0.09 -0.14
C 0.60 -1.18 -0.04
C -1.46 -0.72 0.24
C -1.19 -0.43 0.01
C -0.16 -0.18 0.14
C -0.80 0.06 1.46
C 1.02 1.28 0.42
C -1.39 3.17 -0.02
C 0.98 -1.90 -1.87
C -0.59 0.11 0.54
C -0.11 0.48 0.27
C 0.21 -0.22 0.12
C 0.21 0.05 -0.27
C 0.15 0.28 0.04
C -0.29 -0.93 0.83
C 0.69 -0.61 1.13
C 1.45 -0.27 0.82
C -0.31 -0.09 -0.14
C 0.39 0.19 1.34
C -0.25 0.05 0.13
C -0.17 -0.32 0.09
C -1.04 0.17 -1.21
C 0.59 -0.57 0.03
C -0.30 0.23 -0.01
C -0.17 0.58 -0.77
C -0.48 1.16 0.38
C 0.24 0.21 -0.79
C 0.32 0.11 0.04
C -0.21 0.09 -0.50
C -0.45 0.05 0.35
C -0.55 0.40 1.90
C 1.16 0.16 -1.88
C -0.59 0.08 -0.82
H -0.49 -0.02 0.15
H 0.03 0.05 -0.02
H -0.06 -0.29 -0.27
H 0.07 -0.10 0.06
H 0.19 0.18 -0.51
H -0.03 -0.15 -0.08
H 0.34 -0.12 0.26
H -0.25 -0.15 0.31
H -0.18 0.46 0.17
H 0.39 -0.21 -0.35
H -0.43 -0.48 -0.27
H 0.05 -0.14 0.07
H -0.03 -0.09 0.38
H -0.05 0.04 -0.02
H -0.10 0.08 -0.07
H 0.01 0.04 -0.05
H 0.49 0.19 -0.33
H 0.10 0.03 0.13
H -0.53 -0.02 -0.29
H -0.21 0.54 0.22
H 0.31 -0.34 0.00
H -0.37 0.09 0.26
H 0.17 -0.02 0.06
H -0.14 0.10 -0.08
H -0.27 -0.08 0.26
H 0.28 0.43 -0.14
H 0.14 0.21 0.40
H 0.34 0.32 -0.09
H -0.19 0.40 -0.22
H -0.29 -0.17 0.36
H 0.09 0.21 -0.69
H 0.04 0.03 0.04
H 0.13 0.10 -0.02
H 0.11 0.11 0.00
H -0.09 -0.10 0.02
H -0.12 -0.03 0.09
H 0.32 0.12 0.41
H 0.10 0.10 -0.06
H -0.24 -1.05 -0.19
H 0.36 0.25 -0.30
H -0.39 0.00 -0.22
H -0.08 0.00 -0.02
H 0.46 0.26 -0.05
H -0.02 0.05 0.46
H -0.16 0.02 -0.06
H 0.29 0.47 0.13
H 0.06 0.09 -0.12
H -0.15 -0.03 0.01
H 0.13 -0.07 -0.07
H -0.02 -0.23 -0.35
H 0.31 0.04 -0.39
H 0.12 0.06 -0.01
H 0.09 0.10 0.03
H 0.14 -0.05 0.02
H -0.18 0.24 -0.30
H -0.23 -0.20 0.22
H 0.05 -0.14 0.06
H 0.27 0.40 -0.08
H 0.12 -0.12 0.04
H -0.42 0.22 -0.07
H -0.48 0.00 0.41
H 0.10 -0.39 -0.01
H -0.04 0.00 -0.05
H -0.50 -0.13 -0.01
H -0.08 -0.15 0.04
H -0.25 0.09 0.26
H 0.29 0.12 0.30
H -0.16 -0.04 0.04
H -0.06 0.02 0.02
H 0.28 0.48 0.27
H -0.09 0.04 -0.11
H -0.31 -0.26 -0.22
H 0.27 0.37 -0.19
H 0.04 -0.40 -0.13
H -0.15 0.01 0.10
H 0.48 -0.14 -0.24
H 0.20 0.12 0.39
H 0.10 -0.10 0.06
H -0.39 0.39 0.49
H -0.38 0.08 -0.34
H -0.10 -0.08 0.03
H 0.15 0.05 0.01
H 0.03 0.02 -0.02

Values from the calculation:
max |F|	0.1742	Eh/bohr
E_tot	-4917.6489	hartree

A structure of composition C11H13BFINO6, computed with ωB97M-V/def2-TZVPD.

CARTESIAN COORDINATES (ANGSTROEM)
1 I -0.2120 -5.1138 1.1545
2 F 1.4997 1.4011 2.3527
3 O 2.2174 -3.8827 -1.5258
4 O -0.5787 -0.2035 -2.7733
5 O -4.4170 1.7415 0.4265
6 O 1.4274 -1.8081 -1.7140
7 O -3.2709 0.6955 2.2347
8 O -0.7146 3.0127 0.8525
9 N -2.9555 -0.5595 -1.2513
10 C 0.6405 1.1675 0.1724
11 C 0.6938 0.2602 -0.7985
12 C -0.5510 0.0486 -1.5937
13 C 1.8197 1.5240 1.0172
14 C -1.8411 0.2209 -0.8431
15 C -0.6619 1.8730 0.4410
16 C 1.7855 -2.9193 -0.9418
17 C -1.8939 1.0937 0.1534
18 C 1.5766 -2.9231 0.5250
19 C 2.2461 2.9830 0.7256
20 C 1.8831 -0.5800 -1.1884
21 B -3.2540 1.2046 0.9431
22 H 2.3841 -0.0617 -2.0087
23 H -4.9348 1.0032 0.0921
24 H -2.5915 -1.3083 -1.8336
25 H 2.1285 3.6154 1.5957
26 H 1.5971 3.3885 -0.0422
27 H -3.4940 0.0141 -1.8941
28 H 2.6825 0.9068 0.8074
29 H 2.5985 -0.6940 -0.3844
30 H 1.1934 -4.0229 0.8203
31 H 2.5318 -2.7358 1.0223
32 H 0.8063 -2.2388 0.8703
33 H 3.2475 3.0066 0.3103
34 H -3.2319 -0.2638 2.1402

Cartesian forces, eV/Å:
I -3.12 -2.93 0.92
F -0.13 -0.24 0.40
O -0.21 0.67 -0.08
O 0.16 -0.08 -0.13
O 0.45 -0.06 -0.44
O 0.45 -0.41 0.47
O -0.41 -0.18 -0.63
O 0.07 -0.17 0.19
N 0.35 0.46 -0.48
C 0.01 -0.39 0.36
C 0.07 -0.20 0.08
C -0.30 0.02 0.02
C 0.26 1.52 -0.50
C 0.32 -0.60 -0.01
C -0.19 0.03 0.03
C 0.41 -1.23 -0.17
C -0.27 0.45 -0.03
C 0.93 0.46 -0.26
C -0.33 -0.33 -0.56
C -0.67 0.63 -0.82
B 0.15 0.39 0.85
H 0.18 -0.02 -0.09
H -0.47 0.06 0.04
H -0.17 -0.21 0.05
H 0.18 -0.02 0.23
H -0.09 0.21 -0.05
H -0.30 -0.05 0.05
H -0.07 -0.52 0.14
H -0.03 -0.16 0.24
H 1.98 2.69 -0.80
H 0.02 0.05 0.10
H 0.05 0.22 0.04
H 0.31 0.11 0.28
H 0.42 -0.20 0.53

Values from the calculation:
charge	-1
max |F|	0.0852	Eh/bohr
E_tot	-1355.6713	hartree

A structure of composition C29H48BrCdNOP2, computed with ωB97M-V/def2-TZVPD.

CARTESIAN COORDINATES (ANGSTROEM)
1 Cd 0.1906 0.0107 0.1497
2 Br 4.0729 -3.3106 5.1554
3 P 1.0620 2.0588 1.5476
4 P -1.0464 1.1070 -1.8018
5 O -1.7479 -0.9604 1.0950
6 N 2.3329 -0.5218 -5.5238
7 C -2.9746 3.1538 -2.2864
8 C -4.1555 -0.5039 1.4277
9 C 0.0520 2.2554 -2.7429
10 C -0.2398 2.3928 -4.2338
11 C -1.8527 -3.1773 2.2053
12 C 1.5844 -1.7836 2.2118
13 C 3.2951 -2.9064 3.4716
14 C -2.5403 2.0694 -1.3049
15 C 2.9983 0.2256 -4.6446
16 C 3.7000 3.1574 1.8430
17 C -1.6224 -0.1736 -2.9867
18 C 2.2860 -2.0607 1.0244
19 C -2.7443 -0.3478 1.9552
20 C 0.7438 3.7167 0.8292
21 C 3.9582 -3.2768 2.2958
22 C 0.7296 4.8878 1.8045
23 C -1.9344 -2.3931 0.9119
24 C 2.8878 1.8752 1.6746
25 C 1.2621 2.6193 4.3555
26 C 2.3315 -1.2375 -2.8318
27 C 2.0830 -2.2189 3.4404
28 C 1.8808 -1.5038 -0.2545
29 C 0.3662 2.0933 3.2423
30 C 1.7025 -1.6301 -5.1385
31 C 3.0239 -0.0807 -3.2839
32 C 3.4435 -2.8509 1.0729
33 C 2.2746 -1.5534 -1.4551
34 C -2.7546 0.2481 -3.9169
35 C 1.6719 -2.0389 -3.8035
36 H 3.0904 1.1720 2.4971
37 H 0.0650 1.0550 3.4577
38 H 3.5381 0.5696 -2.5741
39 H -1.1466 -2.7098 0.2114
40 H 3.1932 1.3557 0.7503
41 H -1.9353 -1.0258 -2.3614
42 H -0.7503 -0.5234 -3.5600
43 H 4.7662 2.8987 1.8280
44 H 3.9386 -3.0792 0.1324
45 H 4.8651 -3.8594 2.3334
46 H 0.0011 4.7505 2.6116
47 H 1.4831 3.6885 4.2430
48 H 0.7375 2.5019 5.3110
49 H 2.2068 2.0695 4.4274
50 H -2.2994 2.5075 -0.3224
51 H 1.4959 3.8823 0.0439
52 H -0.5638 2.6792 3.1989
53 H -2.5991 -2.8521 2.9404
54 H -4.7817 0.2343 1.9403
55 H 3.5202 1.1142 -5.0131
56 H 3.5051 3.6556 2.8027
57 H 3.5207 3.8713 1.0298
58 H -2.4466 0.7070 2.0250
59 H -3.2884 2.7327 -3.2502
60 H -0.8579 -3.1238 2.6631
61 H -4.2408 -0.3264 0.3452
62 H -3.8398 3.6876 -1.8754
63 H 0.4494 3.1284 -4.6692
64 H -2.4610 1.0745 -4.5755
65 H 1.5608 -2.0072 4.3633
66 H 0.6534 -1.2019 2.2055
67 H 0.0150 3.2402 -2.2484
68 H -0.0865 1.4471 -4.7725
69 H -1.2582 2.7570 -4.4267
70 H 1.1836 -2.2176 -5.9011
71 H -2.6344 -0.8193 2.9447
72 H 1.0741 1.8708 -2.5927
73 H -2.9174 -2.5295 0.4408
74 H 1.1163 -2.9267 -3.5044
75 H -3.0253 -0.5926 -4.5672
76 H -2.0536 -4.2240 1.9634
77 H -3.3597 1.3528 -1.1295
78 H -0.2299 3.6385 0.3153
79 H -2.1862 3.8948 -2.4642
80 H 0.4476 5.7935 1.2552
81 H 1.7156 5.0784 2.2486
82 H -3.6559 0.5397 -3.3656
83 H -4.5479 -1.5006 1.6646

Cartesian forces, eV/Å:
Cd -0.42 0.98 -0.23
Br -0.21 -0.02 -0.41
P 0.26 -0.22 0.20
P -0.15 -0.09 -0.49
O 0.32 -0.17 -0.13
N 0.11 0.03 -0.41
C -0.30 0.23 -0.16
C -0.18 -0.02 0.18
C 0.16 -0.04 0.31
C 0.03 0.24 -0.37
C 0.06 -0.10 0.04
C 0.42 -0.14 0.11
C 0.12 -0.16 0.09
C 0.17 -0.17 0.28
C -0.20 -0.19 0.52
C 0.29 0.11 0.20
C 0.01 -0.15 0.18
C -0.21 0.01 0.85
C 0.43 -0.05 0.02
C -0.22 -0.22 -0.43
C -0.54 0.42 -0.19
C 0.09 0.40 0.11
C -0.17 0.15 0.02
C 0.01 -0.21 -0.13
C 0.08 0.24 0.35
C 0.44 0.00 -1.53
C 0.15 0.08 -0.48
C 1.52 -1.15 -1.55
C -0.27 -0.32 0.00
C 0.03 0.05 0.58
C -0.25 -0.41 0.24
C 0.03 0.07 0.37
C -2.15 1.37 1.59
C -0.20 -0.11 -0.44
C 0.19 0.36 0.44
H -0.10 0.11 -0.22
H 0.07 0.28 0.03
H -0.06 -0.27 -0.20
H -0.25 0.12 0.15
H -0.03 0.14 0.27
H 0.03 0.19 -0.19
H -0.12 0.14 0.19
H -0.22 0.12 -0.02
H 0.07 -0.08 0.27
H 0.07 -0.02 0.05
H 0.16 0.05 -0.19
H -0.01 -0.32 -0.02
H 0.16 0.01 -0.15
H -0.18 0.11 -0.03
H -0.14 -0.06 -0.24
H -0.19 -0.10 0.11
H 0.14 -0.19 -0.07
H 0.14 -0.19 -0.21
H -0.02 -0.19 -0.10
H -0.23 -0.35 -0.01
H 0.00 -0.15 -0.31
H 0.05 -0.16 0.21
H -0.07 -0.25 -0.03
H 0.15 0.19 0.32
H -0.20 0.03 -0.11
H 0.15 -0.05 0.33
H 0.20 -0.07 -0.07
H -0.13 -0.20 0.08
H -0.15 -0.29 0.23
H 0.01 0.04 -0.01
H 0.29 -0.30 0.06
H -0.01 -0.32 -0.06
H -0.10 0.25 0.16
H 0.39 -0.13 0.06
H 0.23 0.28 0.16
H -0.17 0.45 -0.22
H -0.24 0.15 -0.08
H 0.32 -0.10 -0.02
H 0.23 0.15 -0.06
H 0.01 0.15 0.17
H 0.01 0.05 0.13
H 0.32 0.13 -0.03
H 0.26 0.10 0.14
H -0.17 -0.17 0.04
H 0.02 -0.15 0.16
H -0.31 -0.13 -0.12
H 0.20 -0.10 -0.12
H -0.03 0.27 -0.17

Values from the calculation:
charge	+2
ΔE to the lowest compared entry with this formula, charge and spin	0.000	eV
max |F|	0.0585	Eh/bohr
E_tot	-4687.7043	hartree

| no. | lowest unoccupied orbital energy (eV) |
| --- | --- |
| 1 | -2.0697 |
| 2 | 1.2008 |
| 3 | -7.0537 |